# 1
Formula: C4H9F4N2O3S2
Source: OMol25
Level of theory: wB97M-V/def2-TZVPD

Values from the calculation:
E_tot ... -45944.4641 eV
Spin multiplicity ... 1
Charge ... +1
LUMO level ... -4.40 eV
Frontier orbital gap ... 0.330 hartree
HOMO level ... -13.39 eV

XYZ file:
```
24
Properties=species:S:1:pos:R:3:forces:R:3:mulliken_charge:R:1
O -2.044347 2.259922 2.193876 -0.8 -6.3 -1.1 -0.50
S -2.697520 0.853064 2.109219 -5.6 8.3 2.6 1.16
O -4.155031 1.027196 2.680393 5.9 -2.4 -2.9 -0.50
F -2.811688 0.397415 0.449627 0.8 0.1 3.3 -0.24
N -1.909530 -0.322678 3.132029 2.5 -0.1 -3.1 -0.12
S -2.429251 -1.959735 2.816043 -0.9 -0.9 0.1 -0.06
C -0.404421 -0.174903 3.153164 2.2 0.3 2.6 0.70
F -0.079072 0.967673 4.085110 -0.9 -4.1 -3.9 -0.20
F 0.228057 0.013702 1.827206 -1.8 -0.6 4.3 -0.19
F 0.176304 -1.397737 3.818163 -1.8 4.5 -2.7 -0.22
H -2.292951 -2.313618 1.464145 0.4 1.2 0.9 0.19
C -0.014751 0.519953 -2.820477 0.4 0.3 0.4 -1.04
C 0.581263 -0.471251 -1.869496 -4.8 -1.4 0.5 0.54
O -0.042026 -1.308384 -1.248476 0.3 1.2 -0.8 -0.50
N 1.966947 -0.611806 -1.646324 2.3 -1.0 0.4 -0.08
C 2.888110 0.469996 -1.991362 0.8 0.7 -0.1 -0.85
H -1.066627 0.675210 -2.565769 0.2 -0.3 0.0 0.30
H 0.493816 1.483943 -2.751926 0.0 -0.1 -0.2 0.41
H 0.058792 0.132075 -3.839398 0.1 0.1 0.0 0.34
H 2.202501 -1.487423 -2.129663 0.3 0.1 -0.2 0.40
H 2.009846 -0.913704 -0.663541 0.3 0.3 0.1 0.40
H 2.842729 0.647016 -3.068737 0.0 0.0 0.3 0.37
H 3.893616 0.151599 -1.706268 -0.1 0.2 -0.1 0.35
H 2.605233 1.362476 -1.427539 0.1 -0.1 -0.2 0.36
```
Forces are in eV/Å.

---

# 2
Formula: C66H57F4N2P3SiTi
Source: OMol25
Level of theory: wB97M-V/def2-TZVPD

Values from the calculation:
E_tot ... -142064.6668 eV
Spin multiplicity ... 1
Charge ... +2
LUMO level ... -6.12 eV
Frontier orbital gap ... 0.262 hartree
HOMO level ... -13.24 eV

XYZ file:
```
134
Properties=species:S:1:pos:R:3:forces:R:3:mulliken_charge:R:1
Ti -0.192492 -0.289734 0.281615 -0.2 -0.4 0.3 -2.31
C -3.443633 -5.284499 1.548344 0.1 0.0 0.0 -1.29
C -2.617442 -5.610695 0.486926 -0.2 0.0 0.0 -0.70
C -2.098637 -4.621108 -0.331789 -0.1 0.2 -0.1 -1.22
C -2.421692 -3.290951 -0.099979 0.1 0.3 0.3 0.82
C -3.239067 -2.964776 0.985730 0.0 0.1 -0.1 0.37
C -3.745931 -3.955458 1.803892 -0.1 0.0 0.0 -0.75
P -1.879051 -1.891305 -1.146225 -0.2 -1.4 -0.9 2.49
C -3.370962 -1.673114 -2.205262 -0.1 0.4 0.1 0.94
C -4.617935 -2.185794 -1.867890 0.2 -0.1 0.0 -0.87
C -5.678052 -2.062399 -2.751252 -0.1 -0.1 0.0 -0.79
C -5.510200 -1.420944 -3.966917 0.0 0.1 0.1 -0.97
C -4.268632 -0.903053 -4.304069 0.0 0.0 -0.1 -0.82
C -3.203057 -1.031369 -3.433240 0.0 -0.1 0.1 0.05
C -0.900791 -2.627775 -2.498253 0.3 0.2 0.1 -0.07
C -1.396826 -3.700650 -3.236733 0.0 0.0 -0.1 -0.44
C -0.690592 -4.172030 -4.327170 -0.2 -0.1 0.1 -1.25
C 0.491950 -3.555860 -4.709027 0.1 0.1 0.0 -0.88
C 0.957098 -2.462937 -4.001555 0.1 0.1 0.0 0.15
C 0.267488 -1.979284 -2.892425 -0.3 0.4 0.6 0.58
Si 0.788484 -0.350895 -2.016982 0.0 -0.5 -0.9 -2.11
C 2.669221 -0.670190 -1.948126 -0.5 0.4 0.1 0.80
C 3.621257 -0.277838 -2.877588 0.0 0.0 -0.1 0.25
C 4.922061 -0.752672 -2.796544 0.0 0.0 -0.1 -0.78
C 5.281978 -1.641581 -1.796419 0.0 0.0 0.0 -0.88
C 4.351777 -2.020919 -0.842044 -0.1 0.0 0.0 -0.17
C 3.054119 -1.529483 -0.910801 -0.2 0.2 0.0 -0.18
P 1.794517 -1.956764 0.341735 0.9 -0.7 -0.6 2.49
C 2.700955 -2.229656 1.913306 -0.4 0.5 0.1 0.40
C 2.717904 -1.189125 2.838958 0.0 0.0 -0.2 0.02
C 3.340821 -1.344826 4.065033 0.1 0.0 0.1 -0.72
C 3.956245 -2.546967 4.377444 -0.1 0.1 0.0 -1.06
C 3.952693 -3.584180 3.457006 0.1 0.0 0.0 -0.95
C 3.332327 -3.434667 2.228486 -0.1 0.1 -0.1 -0.27
C 1.347998 -3.683018 -0.046222 -0.3 0.0 0.1 0.88
C 1.640646 -4.274226 -1.270459 0.1 0.1 0.1 -0.95
C 1.346586 -5.610048 -1.484918 0.0 -0.1 -0.1 -0.60
C 0.794697 -6.375649 -0.471015 0.0 0.1 0.1 -1.05
C 0.509381 -5.792861 0.754710 0.1 -0.1 0.0 -0.84
C 0.760091 -4.450571 0.959795 0.1 0.0 0.0 -0.10
C -0.186640 0.884278 -3.111249 0.5 -0.1 0.7 0.94
C 0.076379 0.950117 -4.472691 0.0 0.0 -0.1 -0.21
C -0.741715 1.669330 -5.325341 0.1 -0.1 0.0 -1.06
C -1.850641 2.326344 -4.819189 -0.1 0.0 0.0 -1.05
C -2.125633 2.287353 -3.464226 0.0 -0.1 0.0 -0.37
C -1.304723 1.564796 -2.602667 0.2 0.0 0.2 0.45
P -1.521651 1.671800 -0.784911 -1.2 0.1 -1.1 0.89
C -2.033119 3.442185 -0.619848 0.4 0.0 0.4 1.78
C -1.120395 4.472344 -0.405639 0.0 0.0 0.0 -0.29
C -1.545299 5.790478 -0.368704 0.0 0.1 0.0 -0.96
C -2.879113 6.107099 -0.556842 0.0 -0.1 0.0 -0.83
C -3.793323 5.089432 -0.766994 0.0 0.0 0.0 -1.02
C -3.379524 3.771339 -0.789320 0.0 -0.1 0.1 -0.29
C -3.106301 0.949050 -0.171873 0.4 0.0 0.1 1.79
C -3.104116 0.809277 1.220843 0.2 0.1 0.0 -0.91
C -4.239568 0.398537 1.895364 -0.1 0.0 0.0 -0.53
C -5.398820 0.133978 1.181735 0.1 0.0 0.0 -1.19
C -5.416860 0.300366 -0.193404 0.0 0.2 -0.1 -1.24
C -4.281325 0.709072 -0.879343 0.1 0.0 0.1 0.33
H -3.838289 -6.060052 2.185565 -0.1 -0.1 0.1 0.42
H -2.370943 -6.642303 0.287970 0.0 -0.1 0.0 0.58
H -1.441979 -4.890190 -1.143863 0.1 -0.1 0.0 0.50
H -3.478994 -1.923739 1.182563 0.0 -0.1 0.0 -0.12
H -4.373572 -3.694874 2.642500 -0.1 0.0 0.1 0.51
H -4.767559 -2.685651 -0.921589 0.0 0.0 0.0 0.55
H -6.636145 -2.484610 -2.488340 -0.1 0.0 0.0 0.56
H -6.341112 -1.324122 -4.648527 -0.1 0.0 -0.1 0.43
H -4.124584 -0.414335 -5.255891 0.0 0.1 -0.1 0.52
H -2.235781 -0.640968 -3.717657 0.0 0.0 -0.1 0.17
H -2.347987 -4.144838 -2.979628 0.0 -0.1 0.0 0.57
H -1.074320 -5.007617 -4.891663 0.0 -0.1 -0.1 0.48
H 1.032149 -3.908639 -5.573930 0.1 -0.1 -0.1 0.49
H 1.868469 -1.970377 -4.307434 0.2 0.0 -0.1 0.45
H 3.349050 0.405358 -3.670877 0.0 0.1 -0.1 0.35
H 5.654641 -0.432841 -3.520551 0.1 0.0 -0.1 0.47
H 6.286881 -2.032287 -1.756395 0.1 0.0 0.0 0.48
H 4.634923 -2.695906 -0.048581 0.1 0.0 0.1 0.48
H 2.241109 -0.253128 2.575596 0.1 -0.1 0.1 -0.25
H 3.343278 -0.532056 4.775966 0.0 0.1 0.1 0.59
H 4.434682 -2.676618 5.335845 0.0 0.0 0.1 0.45
H 4.433872 -4.519543 3.699124 0.1 -0.1 0.0 0.49
H 3.331016 -4.258744 1.528410 0.0 0.0 0.0 0.57
H 2.120560 -3.693869 -2.042439 0.0 0.0 -0.1 0.32
H 1.569116 -6.058353 -2.440630 0.1 0.0 -0.1 0.48
H 0.590252 -7.423027 -0.629118 0.0 -0.1 0.0 0.44
H 0.097741 -6.384761 1.556665 -0.1 -0.1 0.1 0.52
H 0.539204 -4.015384 1.925197 0.0 0.0 0.1 0.44
H 0.931974 0.426253 -4.871075 0.1 -0.1 -0.1 0.39
H -0.513185 1.716050 -6.378048 0.0 0.0 -0.1 0.51
H -2.494066 2.885772 -5.477390 -0.1 0.1 -0.1 0.48
H -2.974360 2.832479 -3.080292 -0.1 0.1 0.0 0.57
H -0.070049 4.276204 -0.269692 0.1 -0.1 0.0 0.35
H -0.829002 6.578300 -0.194444 0.1 0.1 0.0 0.50
H -3.208599 7.133881 -0.541168 0.0 0.1 0.0 0.43
H -4.838925 5.313297 -0.911790 -0.1 0.0 0.0 0.50
H -4.125766 3.006971 -0.937658 0.0 0.0 0.0 0.36
H -2.222541 1.104625 1.785838 -0.2 -0.1 0.0 0.08
H -4.227299 0.313670 2.971077 0.0 0.0 0.1 0.53
H -6.291792 -0.182509 1.696276 -0.1 0.0 0.1 0.42
H -6.328541 0.135122 -0.745015 -0.1 -0.1 -0.1 0.55
H -4.316293 0.849501 -1.952769 0.0 0.0 0.0 0.67
C 2.443980 4.038479 -0.950681 0.0 -0.3 0.0 -2.11
C 2.055614 2.558610 -0.873052 -0.2 0.2 0.0 0.47
N 2.489231 1.756131 0.274404 -0.2 0.0 0.2 1.25
C 3.918327 1.408740 0.249519 0.3 -0.1 0.1 0.21
C 4.913419 2.442820 0.786489 -0.3 -0.1 -0.1 -1.45
C 2.082531 2.291311 1.570341 -0.3 -0.1 0.0 -1.38
C 0.578216 2.127626 1.832996 0.7 1.0 -0.3 -1.44
N 0.126393 0.746555 1.847320 0.3 0.4 -0.5 1.13
C -0.265287 0.163389 3.010598 -0.8 -1.0 1.9 -0.16
C -0.770767 -1.155638 2.960652 0.1 0.4 0.5 -0.05
F -0.771750 -1.768497 1.706151 0.0 0.3 0.3 0.72
C -1.260476 -1.870184 4.034796 -0.1 -0.1 -0.2 0.02
F -1.724206 -3.105595 3.827659 0.2 0.2 0.1 -0.26
C -1.291205 -1.305323 5.294734 0.2 0.3 -0.3 -0.97
C -0.781998 -0.022047 5.408359 -0.1 -0.3 0.0 0.33
F -0.790243 0.573450 6.593329 0.1 0.0 -0.1 -0.32
C -0.267292 0.685785 4.329716 0.1 0.1 -0.4 0.36
F 0.237134 1.902637 4.607009 -0.1 -0.2 0.0 -0.34
H 1.871377 4.503120 -1.750775 0.0 0.1 -0.1 0.46
H 3.495977 4.158148 -1.184504 0.1 0.1 0.0 0.50
H 2.235008 4.572092 -0.027591 0.0 0.1 0.1 0.29
H 2.441092 2.065842 -1.768396 -0.1 -0.1 0.0 0.09
H 0.957437 2.479323 -0.910711 0.3 0.1 -0.1 -0.23
H 4.181194 1.187490 -0.785788 -0.1 -0.1 0.1 0.06
H 4.033708 0.481563 0.825119 0.0 0.1 -0.1 -0.04
H 4.841211 3.383829 0.251051 0.1 0.1 0.0 0.18
H 5.923555 2.058224 0.657669 0.0 0.0 0.0 0.52
H 4.757507 2.636280 1.843944 0.1 0.1 0.1 0.32
H 2.310055 3.361655 1.680186 0.0 -0.1 0.0 0.78
H 2.648501 1.771022 2.346939 0.0 0.0 0.0 0.51
H 0.035894 2.649736 1.036439 0.2 -0.1 0.3 -0.91
H 0.351086 2.657843 2.757367 -0.1 -0.2 -0.2 1.09
H -1.687488 -1.829488 6.146688 0.0 -0.1 0.1 0.56
```
Forces are in eV/Å.